No. 1
2 unconnected molecules or ions with the total composition CH4FN2. Source: the Open Molecules 2025 dataset; level of theory: ωB97M-V/def2-TZVPD.

## Properties
Charge = +1
E_LUMO (alpha / beta) = -7.4777 / -7.4775 eV
Kohn-Sham gap (alpha / beta) = 10.10 / 10.10 eV
E_HOMO (alpha / beta) = -17.6 / -17.6 eV

CARTESIAN COORDINATES (ANGSTROEM)
C1 -0.5523 0.0325 0.0428
N1 -0.1768 -1.1676 0.1282
N2 -0.3145 1.2669 -0.0497
F1 -2.6386 -0.0436 -0.0110
H1 0.8029 -1.4621 0.0828
H2 -0.8765 -1.9077 0.2219
H3 0.6278 1.6649 -0.0609
H4 -1.0855 1.9346 -0.1175

Okay, here come the Löwdin numbers, in e, for every atom:
1. C -0.060
2. N 0.271
3. N 0.269
4. F -0.215
5. H 0.187
6. H 0.181
7. H 0.186
8. H 0.180

No. 2
A molecular structure, CH4FN2O. Source: the Open Molecules 2025 dataset; level of theory: ωB97M-V/def2-TZVPD.

## Properties
Charge = +1
E_LUMO = -5.3597 eV
Kohn-Sham gap = 9.94 eV
E_HOMO = -15.3 eV

CARTESIAN COORDINATES (ANGSTROEM)
C1 0.9490 0.3685 0.0759
N1 -0.0519 -1.2151 0.0835
N2 0.2226 1.3161 -0.3860
O1 -1.4132 -0.8594 -0.0960
F1 2.0537 0.4248 0.6794
H1 0.1027 -1.5179 1.0030
H2 -0.6665 0.9583 -0.7166
H3 0.6406 2.2326 -0.5797
H4 -1.8371 -1.7080 -0.0635

Okay, here come the Löwdin numbers, in e, for every atom:
1. C -0.129
2. N 0.085
3. N 0.303
4. O -0.059
5. F 0.280
6. H 0.080
7. H 0.138
8. H 0.188
9. H 0.114

No. 3
A gas-phase ion, CH4FN2O (charge +1). Source: the Open Molecules 2025 dataset; level of theory: ωB97M-V/def2-TZVPD.

## Properties
Charge = +1
E_LUMO = -4.2789 eV
SMILES = [NH2+]=C(F)NO
Kohn-Sham gap = 11.90 eV
E_HOMO = -16.2 eV

CARTESIAN COORDINATES (ANGSTROEM)
C1 -0.8534 -0.0710 -0.0214
N1 0.2349 -1.0153 -0.0210
N2 -0.4954 1.1525 -0.1206
O1 1.4677 -0.4034 0.0040
F1 -2.0723 -0.4567 -0.0828
H1 0.3483 -2.0183 -0.2884
H2 0.5077 1.2602 -0.1342
H3 -1.0365 1.9447 -0.1806
H4 1.8990 -0.3926 0.8451

Okay, here come the Löwdin numbers, in e, for every atom:
1. C -0.285
2. N 0.071
3. N 0.315
4. O 0.010
5. F 0.266
6. H 0.209
7. H 0.144
8. H 0.140
9. H 0.130

No. 4
A gas-phase ion, CH4FN2O (charge +1). Source: the Open Molecules 2025 dataset; level of theory: ωB97M-V/def2-TZVPD.

## Properties
Charge = +1
E_LUMO = -6.9494 eV
SMILES = CN[N+](=O)F
Kohn-Sham gap = 11.03 eV
E_HOMO = -18.0 eV

CARTESIAN COORDINATES (ANGSTROEM)
C1 0.0305 -0.3980 0.0552
N1 1.0165 0.6395 0.0584
N2 2.1838 0.2981 -0.0355
O1 3.2196 0.8206 0.0071
F1 2.2748 -1.2699 -0.0874
H1 -0.2510 -0.7208 1.0040
H2 -1.0756 -0.1312 -0.1899
H3 0.3173 -1.2066 -0.6959
H4 0.8644 1.6396 0.2510

Okay, here come the Löwdin numbers, in e, for every atom:
1. C 0.002
2. N 0.141
3. N -0.127
4. O 0.319
5. F 0.033
6. H 0.087
7. H 0.158
8. H 0.145
9. H 0.242

No. 5
A molecular structure, CH4FNO2P2. Source: the Open Molecules 2025 dataset; level of theory: ωB97M-V/def2-TZVPD.

## Properties
E_LUMO = 0.2950 eV
Kohn-Sham gap = 10.43 eV
E_HOMO = -10.1 eV

CARTESIAN COORDINATES (ANGSTROEM)
C1 -1.7306 -0.0879 0.4875
N1 0.7705 -0.0588 -1.4037
O1 3.3379 -0.0156 -0.1869
O2 0.9586 -0.3024 1.0094
F1 0.0997 1.8332 0.3181
P1 2.3654 -1.0222 0.0530
P2 -0.0031 0.2533 -0.0379
H1 -2.3305 -0.8330 -0.1049
H2 -1.5129 -0.5538 1.4908
H3 -2.3963 0.7846 0.7350
H4 0.4412 0.0027 -2.3604

Okay, here come the Löwdin numbers, in e, for every atom:
1. C -0.156
2. N -0.211
3. O -0.436
4. O -0.487
5. F -0.182
6. P 0.853
7. P 0.421
8. H 0.063
9. H 0.057
10. H 0.065
11. H 0.014

No. 6
A molecular structure, CH4FNO4PS. Source: the Open Molecules 2025 dataset; level of theory: ωB97M-V/def2-TZVPD.

## Properties
Charge = -1
E_LUMO = 3.5064 eV
Kohn-Sham gap = 8.98 eV
E_HOMO = -5.5 eV

CARTESIAN COORDINATES (ANGSTROEM)
C1 0.5702 -0.0466 -0.6683
N1 -2.0465 0.2986 0.9836
O1 -2.6857 3.7494 -1.5480
O2 -1.1591 2.0115 -0.7920
O3 -3.0680 3.1237 0.7667
O4 -3.6001 1.5404 -1.0105
F1 0.1172 1.7503 1.3374
P1 -0.8338 0.9231 0.2249
S1 -2.8076 2.6590 -0.6047
H1 0.0796 -0.3880 -1.6244
H2 1.4744 0.5156 -0.6634
H3 0.8120 -0.8371 -0.0760
H4 -1.5981 -0.3409 1.6058

Okay, here come the Löwdin numbers, in e, for every atom:
1. C -0.130
2. N -0.154
3. O -0.350
4. O -0.357
5. O -0.348
6. O -0.338
7. F -0.245
8. P 0.488
9. S 0.412
10. H 0.067
11. H 0.023
12. H -0.021
13. H -0.044

No. 7
2 unconnected molecules or ions with the total composition CH4FNS2. Source: the Open Molecules 2025 dataset; level of theory: ωB97M-V/def2-TZVPD.

## Properties
E_LUMO (alpha / beta) = -1.6259 / -1.4812 eV
Kohn-Sham gap (alpha / beta) = 7.22 / 7.94 eV
E_HOMO (alpha / beta) = -8.8 / -9.4 eV

CARTESIAN COORDINATES (ANGSTROEM)
C1 -0.5202 -0.5868 -0.3528
N1 0.2001 0.2329 -1.3141
F1 1.2953 -0.8073 -3.4011
S1 1.9932 1.6881 -0.2332
S2 0.3027 0.5053 -2.7321
H1 -1.6097 -0.6458 -0.7070
H2 -0.1803 -1.5925 -0.2274
H3 -0.3922 -0.2665 0.6712
H4 2.5453 0.6348 0.0879

Okay, here come the Löwdin numbers, in e, for every atom:
1. C -0.152
2. N -0.640
3. F -0.495
4. S 0.445
5. S 0.959
6. H 0.113
7. H 0.066
8. H 0.066
9. H -0.363

No. 8
2 unconnected molecules or ions with the total composition CH4FOP. Source: the Open Molecules 2025 dataset; level of theory: ωB97M-V/def2-TZVPD.

## Properties
E_LUMO = 0.3520 eV
SMILES = C=O.FP
Kohn-Sham gap = 10.55 eV
E_HOMO = -10.2 eV

CARTESIAN COORDINATES (ANGSTROEM)
C1 -1.6280 -0.6916 0.4939
O1 -2.8018 -0.7970 0.1791
F1 1.7078 -0.7250 -0.2984
P1 1.5314 0.8935 0.0171
H1 -1.3618 0.2538 0.9919
H2 -0.7921 -1.3477 0.3081
H3 2.6301 1.2369 -0.6734
H4 0.7146 1.1770 -1.0182

Okay, here come the Löwdin numbers, in e, for every atom:
1. C -0.144
2. O -0.014
3. F -0.463
4. P 0.791
5. H 0.056
6. H 0.058
7. H -0.145
8. H -0.138

No. 9
2 unconnected molecules or ions with the total composition CH4I2N2. Source: the Open Molecules 2025 dataset; level of theory: ωB97M-V/def2-TZVPD.

## Properties
E_LUMO = -0.8849 eV
Kohn-Sham gap = 7.95 eV
E_HOMO = -8.8 eV

CARTESIAN COORDINATES (ANGSTROEM)
C1 0.1444 -0.1872 -1.0098
N1 0.6022 0.1253 0.1087
N2 -0.3320 1.0838 3.5542
I1 -1.2069 2.8947 3.0717
I2 1.6303 0.9135 3.0415
H1 -0.8569 0.4632 3.0541
H2 -0.7228 0.6128 -1.2189
H3 0.2619 -1.0871 -1.6098
H4 1.3169 -0.2606 0.6583

Okay, here come the Löwdin numbers, in e, for every atom:
1. C -0.149
2. N -0.048
3. N -1.052
4. I 0.612
5. I 0.737
6. H -0.156
7. H 0.101
8. H 0.055
9. H -0.099

No. 10
A gas-phase ion, CH4I2N3 (charge +1). Source: the Open Molecules 2025 dataset; level of theory: ωB97M-V/def2-TZVPD.

## Properties
Charge = +1
E_LUMO = -5.0916 eV
SMILES = N/C(NI)=[NH+]/I
Kohn-Sham gap = 8.28 eV
E_HOMO = -13.4 eV

CARTESIAN COORDINATES (ANGSTROEM)
C1 0.4301 0.2658 0.1558
N1 -0.8434 0.1431 -0.2195
N2 0.9298 1.2820 1.2017
N3 1.2589 -0.6271 -0.4382
I1 -0.3516 2.6527 1.8630
I2 3.3150 -0.8598 -0.1064
H1 -1.6041 0.6997 0.0476
H2 -1.0164 -0.7740 -0.5831
H3 1.8243 1.6191 1.0562
H4 0.8731 -0.9842 -1.2294

Okay, here come the Löwdin numbers, in e, for every atom:
1. C -0.454
2. N 0.186
3. N -0.475
4. N -0.366
5. I 0.967
6. I 0.949
7. H 0.063
8. H 0.133
9. H -0.032
10. H 0.029

No. 11
CH4I3NSi in the gas phase. Source: the Open Molecules 2025 dataset; level of theory: ωB97M-V/def2-TZVPD.

## Properties
E_LUMO = -0.4518 eV
SMILES = CN[Si](I)(I)I
Kohn-Sham gap = 9.10 eV
E_HOMO = -9.6 eV

CARTESIAN COORDINATES (ANGSTROEM)
C1 -0.3443 1.3571 0.4162
N1 0.0945 0.4855 -0.6812
Si1 0.5158 -1.1066 -0.2333
I1 -0.5079 -1.6496 2.0024
I2 -0.2992 -2.6894 -1.9496
I3 2.9595 -1.3913 -0.1019
H1 0.2029 1.2258 1.3120
H2 -0.6008 2.2784 -0.0124
H3 -1.3382 0.9897 0.8168
H4 -0.6824 0.5005 -1.5689

Okay, here come the Löwdin numbers, in e, for every atom:
1. C -0.260
2. N -0.340
3. Si -0.835
4. I 0.402
5. I 0.369
6. I 0.372
7. H 0.026
8. H 0.058
9. H 0.047
10. H 0.159

No. 12
2 unconnected molecules or ions with the total composition CH4IN. Source: the Open Molecules 2025 dataset; level of theory: ωB97M-V/def2-TZVPD.

## Properties
E_LUMO (alpha / beta) = -0.9276 / -0.1786 eV
Kohn-Sham gap (alpha / beta) = 7.66 / 8.96 eV
E_HOMO (alpha / beta) = -8.6 / -9.1 eV

CARTESIAN COORDINATES (ANGSTROEM)
C1 -1.1534 -0.5069 -0.0547
N1 1.1039 0.7286 0.5630
I1 2.6233 -0.2537 -0.2241
H1 -1.6146 0.1157 -0.7293
H2 -0.5694 -1.2914 -0.3474
H3 -1.2738 -0.3620 0.9136
H4 0.8841 1.5698 -0.1212

Okay, here come the Löwdin numbers, in e, for every atom:
1. C 0.122
2. N -0.615
3. I 0.638
4. H -0.019
5. H -0.042
6. H -0.056
7. H -0.029

No. 13
2 unconnected molecules or ions with the total composition CH4IN2. Source: the Open Molecules 2025 dataset; level of theory: ωB97M-V/def2-TZVPD.

## Properties
Charge = +1
E_LUMO (alpha / beta) = -7.2177 / -7.2155 eV
Kohn-Sham gap (alpha / beta) = 7.64 / 7.64 eV
E_HOMO (alpha / beta) = -14.9 / -14.9 eV

CARTESIAN COORDINATES (ANGSTROEM)
C1 -0.6433 -0.0334 0.6880
N1 -1.6103 -0.7940 0.5390
N2 0.9657 -0.1376 -1.3554
I1 -2.1120 -1.8842 -1.1529
H1 -0.2613 0.5611 1.4980
H2 -2.2944 -0.9647 1.2954
H3 1.8448 -0.1725 -0.8447
H4 0.7977 0.8093 -1.6921

Okay, here come the Löwdin numbers, in e, for every atom:
1. C 0.064
2. N -0.452
3. N 0.181
4. I 0.988
5. H 0.094
6. H 0.111
7. H 0.008
8. H 0.006

No. 14
2 unconnected molecules or ions with the total composition CH4IN2O. Source: the Open Molecules 2025 dataset; level of theory: ωB97M-V/def2-TZVPD.

## Properties
Charge = +1
E_LUMO = -5.7923 eV
Kohn-Sham gap = 7.36 eV
E_HOMO = -13.2 eV

CARTESIAN COORDINATES (ANGSTROEM)
C1 -0.5675 -1.3981 1.1834
N1 -1.1621 -1.9281 2.0363
N2 -0.2738 -0.7782 0.1008
O1 -0.2525 0.6119 0.0697
I1 1.9530 2.8260 -1.8615
H1 1.2110 3.5063 -3.0477
H2 -1.2764 -2.7365 2.7122
H3 0.5718 -1.0540 -0.3636
H4 -0.2036 0.9506 -0.8294

Okay, here come the Löwdin numbers, in e, for every atom:
1. C -0.045
2. N 0.371
3. N 0.067
4. O 0.012
5. I 0.518
6. H -0.359
7. H 0.203
8. H 0.185
9. H 0.048

No. 15
CH4INOS in the gas phase. Source: the Open Molecules 2025 dataset; level of theory: ωB97M-V/def2-TZVPD.

## Properties
E_LUMO = -0.4079 eV
SMILES = CNOSI
Kohn-Sham gap = 8.25 eV
E_HOMO = -8.7 eV

CARTESIAN COORDINATES (ANGSTROEM)
C1 0.4454 0.5340 -1.1473
N1 -0.7368 0.3469 -0.3157
O1 -0.6589 0.6760 0.9458
S1 0.5581 -0.2839 2.1826
I1 -0.6237 -2.2364 2.4808
H1 0.6417 -0.2311 -1.8374
H2 0.3704 1.4899 -1.5960
H3 1.2408 0.3391 -0.3449
H4 -1.2371 -0.6345 -0.3678

Okay, here come the Löwdin numbers, in e, for every atom:
1. C -0.069
2. N -0.233
3. O -0.510
4. S 0.098
5. I 0.366
6. H 0.061
7. H 0.069
8. H 0.074
9. H 0.144

No. 16
2 unconnected molecules or ions with the total composition CH4IOP. Source: the Open Molecules 2025 dataset; level of theory: ωB97M-V/def2-TZVPD.

## Properties
E_LUMO = 0.1440 eV
SMILES = C=O.PI
Kohn-Sham gap = 9.11 eV
E_HOMO = -9.0 eV

CARTESIAN COORDINATES (ANGSTROEM)
C1 0.5642 1.5490 -0.8939
O1 -0.3657 0.8421 -1.1550
P1 -0.9170 -1.7804 0.3696
I1 1.3771 -1.5478 1.0339
H1 0.7779 2.5722 -1.1368
H2 1.3562 1.1971 -0.3034
H3 -1.4648 -2.3225 1.4181
H4 -1.3279 -0.5097 0.6674

Okay, here come the Löwdin numbers, in e, for every atom:
1. C -0.155
2. O -0.056
3. P 0.287
4. I 0.297
5. H 0.075
6. H -0.004
7. H -0.250
8. H -0.193

No. 17
2 unconnected molecules or ions with the total composition CH4IOP. Source: the Open Molecules 2025 dataset; level of theory: ωB97M-V/def2-TZVPD.

## Properties
E_LUMO (alpha / beta) = -0.4665 / 0.4070 eV
Kohn-Sham gap (alpha / beta) = 7.19 / 8.23 eV
E_HOMO (alpha / beta) = -7.7 / -7.8 eV

CARTESIAN COORDINATES (ANGSTROEM)
C1 -1.0399 0.1482 -0.2754
O1 -0.5934 -0.1321 -1.4548
P1 0.5817 0.2773 -2.4892
I1 1.0530 -1.6287 2.2045
H1 -2.0920 0.1038 -0.1632
H2 -0.3902 0.5887 0.5620
H3 1.1844 1.1597 -1.6384
H4 1.2963 -0.5169 3.2544

Okay, here come the Löwdin numbers, in e, for every atom:
1. C -0.168
2. O -0.618
3. P 0.783
4. I 0.482
5. H 0.052
6. H 0.047
7. H -0.188
8. H -0.389

No. 18
2 unconnected molecules or ions with the total composition CH4IOP. Source: the Open Molecules 2025 dataset; level of theory: ωB97M-V/def2-TZVPD.

## Properties
E_LUMO = 0.1487 eV
SMILES = C=O.PI
Kohn-Sham gap = 9.20 eV
E_HOMO = -9.1 eV

CARTESIAN COORDINATES (ANGSTROEM)
C1 -1.0400 -1.6594 -0.1903
O1 -1.0062 -0.4957 0.0184
P1 1.7260 1.7829 -0.5635
I1 2.5336 -0.4038 -0.0458
H1 -2.0556 -2.1117 -0.1287
H2 -0.0359 -2.1696 -0.4055
H3 1.3833 2.1907 0.7764
H4 0.5259 1.5110 -0.8259

Okay, here come the Löwdin numbers, in e, for every atom:
1. C -0.183
2. O -0.069
3. P 0.263
4. I 0.298
5. H 0.087
6. H 0.052
7. H -0.146
8. H -0.302

No. 19
2 unconnected molecules or ions with the total composition CH4N2O. Source: the Open Molecules 2025 dataset; level of theory: ωB97M-V/def2-TZVPD.

## Properties
E_LUMO = 1.0301 eV
Kohn-Sham gap = 10.06 eV
E_HOMO = -9.0 eV

CARTESIAN COORDINATES (ANGSTROEM)
N1 1.0295 0.5066 1.1404
C1 -0.4452 -0.5448 -1.4892
O1 0.0299 0.0883 0.2581
N2 -1.5802 -0.5805 -1.1474
H1 1.0209 -0.1108 1.9482
H2 0.8175 1.4561 1.4359
H3 -1.2731 -0.1676 -0.0069
H4 0.4006 -0.6474 -2.1391

Okay, here come the Löwdin numbers, in e, for every atom:
1. N -0.038
2. C -0.032
3. O -0.368
4. N 0.069
5. H 0.067
6. H 0.067
7. H 0.135
8. H 0.100

No. 20
2 unconnected molecules or ions with the total composition CH4N2O. Source: the Open Molecules 2025 dataset; level of theory: ωB97M-V/def2-TZVPD.

## Properties
E_LUMO (alpha / beta) = 0.2241 / -0.0913 eV
Kohn-Sham gap (alpha / beta) = 9.94 / 7.32 eV
E_HOMO (alpha / beta) = -9.7 / -7.4 eV

CARTESIAN COORDINATES (ANGSTROEM)
C1 0.2572 -0.5033 -0.8344
N1 1.2094 0.3439 -0.6454
N2 -1.2058 0.3660 1.3001
O1 -0.1647 -1.4060 -1.4566
H1 1.1134 1.0042 0.1127
H2 2.0520 0.3449 -1.2197
H3 -1.1243 -0.4860 1.8538
H4 -2.1370 0.3363 0.8895

Okay, here come the Löwdin numbers, in e, for every atom:
1. C -0.358
2. N 0.144
3. N -0.003
4. O 0.119
5. H 0.098
6. H 0.126
7. H -0.064
8. H -0.062

It is found that the ΔE to the lowest compared entry with this formula, charge and spin values, taken in the order of the records, are 353.5 257.7 45.2 463.7 87.0 147.9 237.5 224.3 102.9 56.0 0.0 344.0 606.4 222.9 199.2 127.3 329.7 137.1 565.0 393.8 kJ/mol.